# C29H84BrF3N7O10S

A 9-piece molecular cluster, C29H84BrF3N7O10S overall in a non-equilibrium geometry (the ωB97M-V functional and the def2-TZVPD basis, the Open Molecules 2025 dataset).

XYZ file:
```
135
Properties=species:S:1:pos:R:3
H 21.4771 4.8972 -10.2284
H 19.9145 -1.0564 -13.3350
H 26.1006 -2.6452 -9.8208
O 25.0144 -3.0706 -8.1955
C 27.6825 -4.8081 -7.4730
H 14.6204 -3.1451 -12.6158
C 26.0506 -8.2123 -14.5530
N 25.7599 -4.3591 -14.0728
H 17.2210 -5.9117 -16.2589
C 24.5394 -6.4686 -13.7402
C 19.7025 -3.4497 -12.1787
H 18.7655 -1.9472 -10.7424
H 14.5058 -5.7165 -7.5354
H 26.5084 -0.2633 -2.1415
C 20.2619 4.6827 -8.4709
H 12.0540 -5.1772 -14.0440
H 17.5112 -4.2427 -15.5850
H 15.4227 -7.2927 -9.8018
H 18.9988 -8.0069 -9.1131
H 18.3900 -1.4766 -13.2588
H 26.9797 -2.3556 -8.3061
C 19.4748 -2.0476 -11.5621
O 15.0306 -2.0086 -15.9026
C 22.2889 -2.0622 -9.1661
H 20.6394 -3.3922 -12.7326
H 25.7345 0.6636 -0.8477
H 18.9041 -7.2260 -7.5249
H 26.1358 -3.9594 -6.2577
H 19.8080 -4.1400 -11.3435
C 21.3435 3.8651 -7.7477
H 18.4210 3.4493 -8.5173
H 26.8030 -8.0415 -13.7761
F 14.4741 0.7393 -13.7100
H 23.5042 -3.8463 -12.6114
C 16.4434 -6.4941 -7.6324
H 24.6615 3.5158 -8.2978
H 21.3797 4.1063 -6.6818
C 22.9503 0.6454 -3.8666
O 16.4918 -1.4925 -13.9539
O 17.0918 -7.4637 -8.4171
H 14.7883 -5.7410 -9.8016
H 13.1585 -6.5287 -14.4750
H 24.7769 -3.8405 -11.5210
H 25.5950 -4.8692 -9.0948
C 23.6584 3.2475 -7.9774
H 18.2379 5.2421 -8.5890
H 20.3825 5.7381 -8.2173
H 20.9997 -0.5217 -10.7045
H 24.1865 -7.2108 -13.0200
C 26.0117 -2.2628 -8.8013
H 26.6333 -4.0101 -13.6877
H 13.0617 -3.3078 -13.0443
O 15.5928 -4.7106 -15.3728
H 13.2485 -8.1068 -7.5360
H 18.8479 -0.0973 -12.4501
C 25.6297 -0.2099 -1.4960
H 13.7342 -6.9315 -9.5640
C 15.5322 -5.3397 -14.1310
H 15.6523 -6.4272 -14.2192
H 21.0348 2.8118 -7.7315
H 25.6867 -1.0061 -0.7533
C 18.8139 4.4104 -8.1866
O 25.2998 -7.0405 -14.7812
H 26.0443 -5.7059 -12.4863
C 24.2723 0.7357 -3.1278
H 13.2303 -4.9615 -15.3263
H 23.1848 -2.2586 -9.7594
H 23.5808 -5.1275 -11.3985
C 22.7791 1.4334 -5.1782
H 23.6571 3.1637 -6.8857
H 26.6129 -8.5379 -15.4255
H 21.1144 1.6027 -3.4362
H 25.7370 -1.2174 -8.6842
C 13.0587 -5.4495 -14.3670
H 22.7893 -0.4313 -3.9441
H 14.9124 -8.7486 -7.8424
F 15.9506 1.5755 -15.0304
C 18.4933 -7.2351 -8.5402
C 14.1934 -5.0129 -13.4363
H 16.4084 -5.1786 -13.4835
H 21.5941 -1.7315 -11.7471
O 22.6062 4.0582 -8.3665
H 25.1263 0.6447 -3.8091
H 25.4833 -9.0833 -14.2184
H 22.2454 -2.8291 -8.3942
H 24.2508 -4.9217 -7.8907
H 22.2172 1.7014 -2.2422
H 25.8635 -6.8282 -6.6927
H 22.8583 2.5068 -4.9903
H 16.7754 -5.4881 -7.9179
H 25.9111 -4.9659 -14.8852
O 24.3490 -0.2342 -2.1225
H 18.7795 -6.2367 -8.8857
H 25.1301 -3.5741 -14.2118
O 21.1873 -2.4602 -9.9950
H 23.6026 -6.0744 -14.1454
H 23.6028 1.1625 -5.8348
N 21.7782 1.0550 -2.8989
H 14.3176 -3.0814 -14.2355
N 20.4906 4.8500 -9.9874
N 19.1350 -1.0619 -12.6804
H 16.6819 -6.5416 -6.5662
C 15.0386 0.6034 -14.9199
C 14.9789 -6.6343 -7.8858
H 19.9697 5.7102 -10.1328
C 24.1710 -4.5444 -12.1015
H 27.9725 -5.7692 -7.9099
F 14.1741 0.8712 -15.9042
C 26.2382 -4.7448 -7.0075
C 14.3167 -7.9452 -7.4068
H 22.2517 -1.0382 -8.7959
H 21.8116 1.3426 -5.6714
H 28.3310 -4.7079 -6.6010
H 23.4485 2.2122 -8.2826
O 16.9984 -0.7273 -16.2127
H 18.8990 -3.7840 -12.8338
H 21.5946 0.1819 -2.4164
H 16.5952 -4.3709 -16.9934
C 20.7972 -1.5521 -11.0057
C 25.1734 -5.2854 -12.9894
H 24.4440 1.7676 -2.7920
H 14.5011 -7.9871 -6.3320
H 14.1477 -5.4719 -12.4488
H 18.7632 4.4013 -7.0955
H 25.1615 -5.9289 -5.4610
N 14.7076 -6.6782 -9.4134
H 26.7561 -6.1072 -5.6050
C 16.8043 -4.9223 -16.0762
H 20.0200 4.1139 -10.5309
N 25.9050 -5.9613 -6.1554
Br 18.6059 2.1225 -11.4614
N 14.0113 -3.4972 -13.3509
S 15.9588 -1.0642 -15.2802
C 25.2086 -4.4707 -8.1533
H 27.9606 -4.1274 -8.2724
```

Properties
Charge   +5
HOMO-LUMO gap   6.245 eV
HOMO   -16.2 eV
Spin multiplicity   1